Entry 1:
Formula: C6H6N
Source: the Open Molecules 2025 dataset
Level of theory: wB97M-V/def2-TZVPD

Total charge   +1
SMILES string   C[N+]1=C=C2C=C2C1
Kohn-Sham gap (alpha / beta)   7.41 / 7.41 eV
Electronic energy   -7793.4218 eV
ΔE to the lowest compared entry with this formula, charge and spin   145.76 kcal/mol
HOMO level (alpha / beta)   -0.524 / -0.523 Ha

```
13
Properties=species:S:1:pos:R:3:forces:R:3:mulliken_charge:R:1
C -2.63779 -0.46755 0.24603 0.395 0.978 0.093 -0.34
C -1.75361 0.55962 0.09394 0.530 -3.216 0.550 0.59
C 1.94895 0.81393 0.08412 0.660 -4.739 -0.816 -0.72
H 1.90701 1.83083 0.24931 0.683 1.978 0.982 0.33
H 0.06033 -0.97788 -1.42276 0.216 -0.407 2.725 0.32
H 2.46018 0.57202 -0.89719 -0.953 0.473 0.591 0.31
C 0.06797 -0.93323 -0.18557 -0.070 -0.009 -2.818 -0.30
N 0.58351 0.37056 0.14924 -5.898 4.545 -1.416 0.07
C -1.36141 -0.89007 0.04283 -0.871 2.202 -0.084 0.17
H 0.61338 -1.75413 0.22780 0.362 -0.602 0.110 0.41
H 2.42478 0.02396 0.74136 0.412 1.880 0.112 0.30
C -0.65069 1.52049 0.12646 4.410 -2.679 0.265 -0.50
H -3.66259 -0.66853 0.54444 0.123 -0.403 -0.293 0.37
```
Positions in Å, forces in eV/Å.


Entry 2:
Formula: C6H6N
Source: the Open Molecules 2025 dataset
Level of theory: wB97M-V/def2-TZVPD

Total charge   +1
Kohn-Sham gap (alpha / beta)   6.19 / 6.19 eV
Electronic energy   -7794.4105 eV
ΔE to the lowest compared entry with this formula, charge and spin   122.97 kcal/mol
HOMO level (alpha / beta)   -0.509 / -0.509 Ha

```
13
Properties=species:S:1:pos:R:3:forces:R:3:mulliken_charge:R:1
H -0.06007 0.97922 -2.46964 0.639 0.377 -2.920 0.43
H -0.06355 2.48261 0.14199 -0.016 -0.665 -1.222 0.38
C -0.99867 0.33608 0.30117 1.355 0.454 1.441 0.12
C -0.33178 1.53773 -0.38026 -1.083 0.000 1.674 -0.12
H -1.80870 0.37043 1.04572 0.069 0.241 -0.616 0.38
N -1.19844 -0.17334 -1.06956 0.899 -5.127 1.057 -0.32
C 0.07144 -0.76317 0.65908 -0.010 0.145 0.608 -0.01
H 1.98754 -1.30937 1.20530 0.351 -0.970 0.630 0.29
C 1.16126 -0.72954 1.56850 -0.548 1.083 -2.612 -0.36
H 0.30744 -2.20923 -1.16544 0.788 -2.335 -1.268 0.49
C -0.51442 0.89640 -1.56793 1.013 1.425 2.714 -0.51
H 1.49019 0.10787 2.22652 -1.067 -0.682 -0.230 0.32
C -0.04224 -1.52569 -0.49544 -2.391 6.053 0.745 -0.09
```
Positions in Å, forces in eV/Å.


Entry 3:
Formula: C6H6N
Source: the Open Molecules 2025 dataset
Level of theory: wB97M-V/def2-TZVPD

Total charge   +1
SMILES string   C=[N+]1C[C@]12C1=C[C@H]12
Kohn-Sham gap   7.85 eV
Electronic energy   -7795.7656 eV
ΔE to the lowest compared entry with this formula, charge and spin   91.72 kcal/mol
HOMO level   -0.486 Ha

```
13
Properties=species:S:1:pos:R:3:forces:R:3:mulliken_charge:R:1
C 2.45759 0.01478 -0.03016 -1.124 0.321 -0.853 0.02
C 1.58567 0.06887 1.02043 -0.596 0.310 1.240 -0.72
H -0.79256 -1.61499 -1.04379 -0.035 0.162 -0.031 0.27
H -2.14107 1.79227 0.56053 0.183 0.071 -0.026 0.29
H 1.25453 1.47661 -1.25407 -0.050 0.330 -0.050 0.27
C -2.14602 0.73116 0.34733 0.046 0.112 0.200 -0.08
H -3.09250 0.20978 0.24389 0.066 -0.057 -0.034 0.29
H -0.66729 -1.97910 0.73573 -0.034 0.187 0.198 0.27
C 0.33959 -0.09085 0.13301 1.418 -0.406 -0.870 0.94
H 3.51257 0.00200 -0.19480 0.315 -0.146 0.066 0.42
N -1.07063 0.07605 0.24724 -0.800 0.652 0.416 0.08
C 1.34699 0.54796 -0.71657 0.277 -0.443 0.143 -0.59
C -0.58687 -1.23454 -0.04877 0.334 -1.094 -0.399 -0.47
```
Positions in Å, forces in eV/Å.


Entry 4:
Formula: C6H6N
Source: the Open Molecules 2025 dataset
Level of theory: wB97M-V/def2-TZVPD

Total charge   +1
Kohn-Sham gap (alpha / beta)   6.57 / 7.23 eV
Electronic energy   -7795.6646 eV
ΔE to the lowest compared entry with this formula, charge and spin   94.04 kcal/mol
HOMO level (alpha / beta)   -0.497 / -0.515 Ha

```
13
Properties=species:S:1:pos:R:3:forces:R:3:mulliken_charge:R:1
H -0.27369 2.68448 -0.42145 1.469 3.192 -1.137 0.37
H 0.50882 -2.07035 1.55255 0.108 -0.192 2.114 0.33
C 0.06464 -1.77588 0.65135 -0.612 1.448 -0.066 -0.32
C -0.82830 1.87492 -0.23360 -1.291 -3.954 0.831 -0.94
C 1.14434 -1.72233 -0.25473 2.242 3.296 -3.537 -0.12
C 1.50391 -0.66668 -0.86974 -0.220 -3.751 1.547 0.11
H -0.65809 -2.45790 0.36652 -1.338 -1.872 -0.405 0.36
H 1.21268 1.52382 -1.61205 0.552 -2.010 1.296 0.33
C 1.07982 0.59669 -0.92316 -1.768 3.295 -0.589 -0.25
H -1.14521 -0.05131 1.33854 -0.617 -1.001 1.073 0.28
N -0.58357 -0.43839 0.61376 0.535 2.677 -0.861 -0.30
C -0.14157 0.69716 -0.07186 1.694 -1.854 -0.657 0.81
H -1.88380 1.80576 -0.13612 -0.753 0.725 0.390 0.33
```
Positions in Å, forces in eV/Å.


Entry 5:
Formula: C6H6N
Source: the Open Molecules 2025 dataset
Level of theory: wB97M-V/def2-TZVPD

Total charge   +1
Kohn-Sham gap   8.22 eV
Electronic energy   -7793.5972 eV
ΔE to the lowest compared entry with this formula, charge and spin   141.72 kcal/mol
HOMO level   -0.521 Ha

```
13
Properties=species:S:1:pos:R:3:forces:R:3:mulliken_charge:R:1
H 0.24395 0.95862 -1.29863 1.238 1.373 -2.602 0.49
C -1.70415 -1.23667 0.33792 3.391 -2.360 0.915 -0.67
H 2.37202 -1.82887 0.21526 0.061 1.197 0.535 0.29
C 2.08514 -0.74746 0.17656 -0.216 -1.943 -0.230 -0.08
C -0.32068 -1.37381 0.06224 -3.620 -0.665 -0.390 0.17
C -1.52085 0.00601 -0.37478 1.247 2.715 0.119 0.17
H 2.83539 0.06010 0.22336 -0.870 -0.275 -0.388 0.30
N 0.81593 -0.58854 -0.00972 0.951 -0.270 0.738 0.19
H -1.07192 2.17422 0.19152 -0.254 -1.381 1.410 0.30
C 0.04968 0.48372 -0.43008 -2.159 1.342 2.518 -0.44
H -2.10969 0.24941 -1.27211 0.445 -0.115 0.425 0.45
C -0.90893 1.11646 0.57934 0.101 -0.609 -2.740 -0.46
H -0.76589 0.72682 1.59912 -0.316 0.991 -0.309 0.31
```
Positions in Å, forces in eV/Å.


Entry 6:
Formula: C6H6N
Source: the Open Molecules 2025 dataset
Level of theory: wB97M-V/def2-TZVPD

Total charge   +1
SMILES string   C=C=C=CC=[N+]=C
Kohn-Sham gap   7.86 eV
Electronic energy   -7797.2606 eV
ΔE to the lowest compared entry with this formula, charge and spin   57.24 kcal/mol
HOMO level   -0.502 Ha

```
13
Properties=species:S:1:pos:R:3:forces:R:3:mulliken_charge:R:1
H -3.27100 1.41793 -0.28701 1.145 -1.662 0.476 0.25
C 0.24531 -1.80888 -0.05293 -0.952 0.962 0.855 -1.05
C -0.76366 -0.95584 -0.01659 0.622 -1.262 -0.137 0.32
H -3.74779 -0.24624 0.28336 -2.225 -1.558 0.532 0.27
H 2.29114 -1.84592 0.03183 2.205 -1.819 0.907 0.42
H 1.90509 1.78993 0.80141 -0.615 2.101 3.629 0.33
C 1.49233 -1.20590 0.07566 0.911 0.377 -1.219 0.00
H 2.53873 1.74611 -0.91428 -1.381 -0.805 1.164 0.26
C -2.97018 0.34503 -0.01308 2.596 1.959 -0.647 -0.81
H 0.04769 -2.82178 0.23657 0.487 -0.519 -0.278 0.36
C 2.01412 1.23490 -0.01666 2.441 -1.490 -4.673 -0.21
C -1.77006 -0.26556 0.03982 -3.958 2.950 -0.459 0.91
N 1.88419 -0.00417 -0.03425 -1.278 0.767 -0.151 -0.05
```
Positions in Å, forces in eV/Å.


Entry 7:
Formula: C6H6N2
Source: the Open Molecules 2025 dataset
Level of theory: wB97M-V/def2-TZVPD

SMILES string   C#CCN/C=C/C#N
Kohn-Sham gap   9.23 eV
Electronic energy   -9295.8292 eV
ΔE to the lowest compared entry with this formula, charge and spin   67.23 kcal/mol
HOMO level   -0.316 Ha

```
14
Properties=species:S:1:pos:R:3:forces:R:3:mulliken_charge:R:1
H 0.22079 0.86434 2.30538 -0.483 0.108 2.094 0.45
N -0.37732 0.00502 0.59017 -0.071 -1.010 0.553 -0.17
H -0.02309 0.95819 -1.31035 0.837 0.057 0.606 0.31
H 3.66695 -1.68924 1.50529 -0.949 0.528 0.216 0.39
C -1.86110 0.18008 -2.75282 -0.320 -0.361 0.996 0.11
C 0.69101 0.53067 1.43918 -2.201 -0.340 -1.312 -0.96
C 2.76506 -1.07538 1.58780 -1.449 2.002 -0.171 0.02
C 1.85026 -0.24784 1.58576 3.884 -4.194 0.229 -0.19
H -2.44414 -0.77067 -0.92131 -0.804 -0.727 0.644 0.33
H -1.05972 -0.71241 0.84941 0.938 0.404 1.003 0.20
N -2.07942 0.39013 -3.86941 0.275 -0.046 0.635 -0.43
C -0.59417 0.28014 -0.69166 -0.912 0.797 -1.319 0.15
C -1.70167 -0.14448 -1.31872 0.511 0.757 -3.008 -0.55
H 0.94656 1.43144 1.00130 0.743 2.026 -1.165 0.34
```
Positions in Å, forces in eV/Å.


Entry 8:
Formula: C6H6N2
Source: the Open Molecules 2025 dataset
Level of theory: wB97M-V/def2-TZVPD

Kohn-Sham gap   9.61 eV
Electronic energy   -9290.3868 eV
ΔE to the lowest compared entry with this formula, charge and spin   192.73 kcal/mol
HOMO level   -0.345 Ha

```
14
Properties=species:S:1:pos:R:3:forces:R:3:mulliken_charge:R:1
H -0.93145 2.07299 -0.98570 -1.455 1.703 -0.244 0.22
H 0.93549 0.79005 1.78539 -0.107 -2.560 -2.323 0.27
C 0.86173 1.40517 -0.32624 1.556 1.577 4.963 -0.52
C -1.98090 -0.48244 0.27043 0.141 -6.325 -4.909 -0.05
H 3.41338 -1.91391 -1.14448 -4.489 1.298 3.517 0.33
C 0.69396 0.19503 0.71698 -2.858 8.301 4.662 0.38
H 1.19213 2.27520 0.45594 -1.432 -0.949 -1.833 0.20
C -0.80030 0.43006 0.55952 -3.459 4.674 -0.624 0.40
N -0.45265 1.25801 -0.77381 -0.587 -3.121 1.635 -0.47
H -1.13605 1.26554 1.41504 0.761 -2.374 -2.086 0.26
H 1.70962 1.39313 -0.92455 1.079 -0.606 -1.879 0.46
N -2.39615 -1.42805 -0.41644 1.940 6.235 4.890 -0.44
C 1.39624 -0.81303 0.33619 9.324 -9.999 -5.759 -0.69
C 2.28902 -1.51691 -0.26854 -0.414 2.145 -0.010 -0.35
```
Positions in Å, forces in eV/Å.